1.
Molecular formula: C13H24ClCuN2O6P2S3
Method: DFT, ωB97M-V/def2-TZVPD

The geometry in XYZ format:
```
52
Properties=species:S:1:pos:R:3
C 1.98802 2.54771 -1.00342
H 5.09091 -1.10678 -3.71259
C 4.21381 -1.07592 -3.08050
H -2.58925 -2.10293 -2.73518
H -2.50747 2.79121 0.34141
H -1.17080 -3.85528 3.03300
C -3.10029 -3.44068 -0.03560
C -2.78856 -2.03262 0.46360
S -1.33404 1.36395 1.69689
S 0.21344 2.17968 -1.22256
C 1.96393 -0.37196 -2.66801
C 1.34636 1.93175 2.40244
H 0.34214 3.87429 0.44705
H 1.40062 2.90062 1.91211
P -1.53498 -2.05004 1.90607
C 3.05210 -1.59250 -1.06077
H -3.85237 -3.41569 -0.82445
O -0.81906 -1.12738 -1.19217
N 1.96637 -0.92586 -1.45960
C 3.07186 -0.41575 -3.50003
C 4.19215 -1.69419 -1.83940
C -0.48983 3.42503 -0.08720
N -4.00165 -1.38087 1.09974
Cu 0.23564 -0.12084 0.06188
H -4.16139 -0.47584 0.63261
H -2.19110 -3.88831 -0.43538
H -3.44005 -4.08063 0.77753
P -2.31348 -0.90696 -0.93408
H -0.09121 0.78685 3.56587
H -3.70951 -1.20571 2.09821
S 1.93307 0.68735 1.20565
O -2.29915 -1.41694 3.02298
H -1.72700 3.70982 1.63627
H 5.05037 -2.24547 -1.48161
H 2.99861 -2.05381 -0.08147
C -0.06295 1.67807 2.93861
O -1.38212 -3.63359 2.11926
O -3.08666 -1.45611 -2.22303
H 3.46139 1.02752 -0.51446
O -2.87918 0.42686 -0.60607
H 1.04880 0.11375 -2.98915
O -0.18751 -1.48680 1.54107
H 2.06790 1.92218 3.21881
H 3.46371 2.37605 0.59630
H -0.35604 2.53634 3.54430
H 2.43021 2.41654 -1.99006
C -1.57139 2.94073 0.87794
H 2.05192 3.60823 -0.76983
H -4.83118 -1.96781 1.05472
H -0.92573 4.19629 -0.72195
Cl 3.00723 0.36217 -5.03875
C 2.81339 1.72429 0.01302
```

Energy   -5048.719401 hartree
LUMO (alpha / beta)   -2.274 / -4.109 eV
Relative energy (zero: lowest compared OMol25 entry of this formula, charge and spin)   0.0 kcal/mol
<S²>   0.753
Charge   +1
Multiplicity   2
Orbital gap (alpha / beta)   9.4 / 7.4 eV


2.
Molecular formula: C5H13NO
Method: DFT, ωB97M-V/def2-TZVPD

The geometry in XYZ format:
```
20
Properties=species:S:1:pos:R:3
H 1.10357 -3.13105 -0.16893
H -0.34894 3.02551 -0.42538
H 1.22541 1.61304 -1.59175
C 0.19693 -3.14513 0.44688
C 0.71202 3.12110 -0.12022
C 1.63467 2.61949 -1.14492
H -0.98863 -1.92928 -1.49423
H 0.84572 -1.21462 1.40134
H -1.52990 -0.39942 -1.71946
H -0.72173 -1.84541 1.97325
H 0.15027 -3.89090 1.23718
H 0.85356 2.67421 0.91917
C -0.81018 -0.61816 0.29901
H -0.60743 -3.42842 -0.14703
H 2.62257 2.38463 -0.77858
H 0.82767 4.21226 -0.00627
H 1.97198 3.32594 -2.04443
O -0.88828 0.51647 0.82956
N -1.12134 -1.00580 -1.05400
C -0.14152 -1.72524 1.11705
```

Energy   -328.229000 hartree
LUMO (alpha / beta)   3.877 / 3.759 eV
Relative energy (zero: lowest compared OMol25 entry of this formula, charge and spin)   27.5 kcal/mol
<S²>   0.750
Charge   -1
Multiplicity   2
Orbital gap (alpha / beta)   2.8 / 10.0 eV


3.
Molecular formula: AlH4O2
Method: DFT, ωB97M-V/def2-TZVPD

The geometry in XYZ format:
```
7
Properties=species:S:1:pos:R:3
Al -12.58273 -9.50810 -18.08152
H -14.66317 -11.10450 -15.72712
H -14.26150 -9.79750 -14.91985
O -13.98128 -10.37568 -15.68554
O -13.20973 -7.33122 -19.83626
H -12.60853 -7.10824 -20.60303
H -13.57954 -6.45446 -19.53088
```

Energy   -393.649661 hartree
LUMO   -22.881 eV
Relative energy (zero: lowest compared OMol25 entry of this formula, charge and spin)   58.7 kcal/mol
Charge   +3
Orbital gap   4.6 eV


4.
Molecular formula: C2H9NO3
Method: DFT, ωB97M-V/def2-TZVPD

The geometry in XYZ format:
```
15
Properties=species:S:1:pos:R:3
C -0.83402 1.83812 0.31851
H -1.07490 1.28923 -0.60265
O -1.09530 -1.69123 -0.84285
C 0.87260 0.24008 1.05187
O 1.47764 -2.06023 -1.69820
H -1.53643 1.42896 1.05212
H -0.90447 2.90125 0.22092
H 0.64194 -1.88199 -2.12136
H -1.46054 -2.26226 -0.17574
N 0.57417 1.52811 0.61719
H 1.90625 0.03257 1.33884
O 0.04612 -0.64630 1.03178
H 1.27727 -2.19184 -0.76738
H -0.96787 -0.79498 -0.49722
H 1.07755 2.27053 1.07417
```

Energy   -362.067082 hartree
LUMO   0.625 eV
Relative energy (zero: lowest compared OMol25 entry of this formula, charge and spin)   30.0 kcal/mol
Orbital gap   11.0 eV


5.
Molecular formula: C43H38F3N2O3PbSb
Method: DFT, ωB97M-V/def2-TZVPD

The geometry in XYZ format:
```
91
Properties=species:S:1:pos:R:3
C 4.69914 -4.52726 -4.08325
H -0.57107 -2.11038 -5.95996
C -1.80079 5.65562 3.58095
C 0.80469 -4.25227 2.16467
C -3.81425 5.99854 4.85160
F 5.49305 -5.28156 -4.87064
H -1.38855 -5.74796 0.05727
C 0.95184 -3.26353 -0.05048
H 1.78878 0.34591 -5.02634
H 5.67529 3.21078 -1.03605
C -2.36565 0.60406 3.19287
C -0.61423 -5.06561 0.38220
F -0.74042 -5.98024 2.54177
C -3.78020 4.38880 3.06696
C -2.29822 -0.43922 2.27079
H 1.01521 2.91211 3.39531
C 3.67544 3.40634 -0.30852
C 2.97317 1.57154 -2.25931
H 2.26266 -4.86542 -1.79911
C 0.06164 0.05369 2.01397
H 4.10107 -1.30840 -3.33522
H 5.01274 1.56325 -2.80039
H -4.26996 3.64120 2.45784
C -1.09613 -1.40345 -2.21065
H -4.24792 -3.17854 1.38982
C 4.82902 -3.15440 -4.12654
C 1.95077 2.04481 -1.39037
H -1.27732 -1.23041 -1.15386
H 1.34681 -2.22865 -4.39193
H 2.04701 1.66112 2.67799
H -4.34493 6.50767 5.64598
H -4.38738 0.57051 0.88982
H -4.23669 -1.13824 2.72704
H -1.33167 2.13820 4.26587
H 1.11294 -4.31086 3.19982
C 3.78872 -5.15829 -3.25978
H 1.01228 -0.17598 1.54100
C 4.64506 2.89871 -1.13359
C -3.55236 -1.19034 1.87501
H -0.76484 5.88441 3.37284
C -0.04249 -4.14130 -0.48242
C 2.32986 2.99932 -0.41506
C -0.17845 -5.09739 1.69214
C -4.22240 -0.48969 0.68825
C 0.36518 -1.96754 -4.01341
C 4.00931 -2.38771 -3.30753
C 1.22181 1.84132 3.36794
C -1.06240 -0.71046 1.69642
C 3.06945 -2.98566 -2.46759
H -2.70614 -2.77893 0.64608
N 0.13956 3.38638 0.63886
H 1.81294 4.38510 1.14680
C -2.17765 -1.34292 -3.07793
C 0.18728 -1.70812 -2.65833
H 0.84117 1.36202 -3.91339
C 4.27633 1.97682 -2.12172
C -3.30148 -2.66152 1.55511
O -2.41070 3.11688 1.02260
N -0.44966 4.16868 1.62091
C -0.00450 1.07673 2.95671
H -5.49873 4.80006 4.28084
F -2.99228 -1.53339 -5.27275
H 5.56133 -2.70487 -4.78372
O 2.66684 0.63455 -3.22295
H -2.77223 -3.16562 2.36561
C -0.70039 -1.90889 -4.90481
C -2.44703 4.69102 2.81096
Pb -1.21135 1.74823 -0.36036
H -3.58484 -0.56877 -0.19944
C 2.97507 -4.37563 -2.45172
H -5.18062 -0.95338 0.44713
H 2.29507 2.02431 -4.71874
H -0.38822 -4.10612 -1.50940
H -0.94616 -1.54211 1.01067
C 1.84213 1.13279 -4.27769
H 3.93276 4.13634 0.45044
H 1.54582 1.53362 4.36455
C -2.48342 6.30613 4.59543
H -1.97757 7.05657 5.18944
H 2.12647 -2.66289 1.65279
C 1.40291 3.61527 0.49299
C -1.73082 3.94861 1.73614
H -3.31925 0.84546 3.65009
Sb 1.82368 -1.72038 -1.26932
H 3.72748 -6.23826 -3.25646
C -1.24341 1.33760 3.53977
C -1.95122 -1.59211 -4.41758
C -4.46128 5.03991 4.08567
O 0.74455 1.58681 -1.51563
C 1.36144 -3.33713 1.28134
H -3.17851 -1.11601 -2.73319
```

Energy   -2729.313555 hartree
LUMO   -0.465 eV
Relative energy (zero: lowest compared OMol25 entry of this formula, charge and spin)   0.0 kcal/mol
Orbital gap   7.4 eV


6.
Molecular formula: C29H42IIrN3O2SSb
Method: DFT, ωB97M-V/def2-TZVPD

The geometry in XYZ format:
```
80
Properties=species:S:1:pos:R:3
H -3.03023 -2.63009 3.15920
H 4.50861 2.90626 0.87654
H 2.30669 2.22225 -7.80155
C 0.05093 3.03662 -3.90714
H -3.02433 -3.48917 -0.48992
O -0.99125 -0.33046 -2.20355
H 0.76226 -2.60120 3.36179
C 2.97726 1.43680 0.66484
C -2.49078 -2.55446 -0.28853
C 2.12444 -2.79423 0.92934
H 0.80678 -1.86731 4.94987
C 0.20451 -1.96092 4.03992
H -1.69311 -4.65406 1.18688
H 1.04032 4.05520 -1.41016
H 4.54682 -3.06395 -1.99043
H 3.46965 0.65227 1.22327
N 1.76650 1.16627 0.17441
H -3.15349 -1.73192 -0.55370
H 1.79173 0.29860 4.19677
H -0.38385 3.75427 -3.22099
H -3.72138 -3.68920 1.93607
H -1.62854 -2.52347 -0.96057
C -2.75196 0.86550 1.57283
H -1.54341 2.49332 2.38667
H 2.66707 3.75261 -6.98941
H 0.81809 4.52764 -5.22599
H -0.29339 0.15016 5.49286
H -0.72113 -2.46838 4.31208
C 1.19606 2.55183 -5.98476
S -0.97524 1.15331 -2.27363
H -3.16939 0.44586 -0.56193
C -1.13368 -3.74324 1.42115
Sb -1.11411 -0.61583 1.57977
H 1.15886 3.56028 -7.87045
H 1.42873 -2.65551 1.73801
C 1.07734 2.08605 -0.56465
H 1.93174 -0.42787 2.59275
Ir 0.60928 -0.34197 -0.42611
N -0.12883 1.45413 -0.87793
C 1.59420 3.33584 -0.82505
O -2.21410 1.84825 -2.22301
H -4.36191 1.40983 0.28583
C 3.53991 2.67864 0.45588
C -0.04659 -0.55423 3.49870
H -0.79397 -3.82579 2.45220
N 1.95211 -1.99363 -0.13152
C -0.09179 1.66731 -3.68686
C -3.67419 0.56492 0.38969
H -0.27243 -3.73171 0.74770
H -3.00486 2.98618 1.53924
I 2.58163 -0.66846 -2.60882
H 0.14128 -0.31422 -4.47931
H 3.28438 4.59716 -0.45776
H 3.20119 -4.36682 1.88154
C 1.87537 3.04193 -7.23012
H -1.59730 2.47004 0.61248
H 1.32642 0.47356 -6.50408
C -3.29055 -2.69663 2.10003
H 4.78814 -4.62162 -0.04408
C -2.07150 -2.55861 1.18349
H -4.49696 1.35557 2.67218
C -0.84688 0.21494 4.55006
C 3.12365 -3.74385 1.00099
H -3.94973 -0.26437 3.05853
C 0.70569 3.46494 -5.04438
C 0.99590 1.19009 -5.76074
C 2.84488 3.62158 -0.29132
H 1.14340 1.14889 2.79165
C 1.27838 0.16185 3.23959
C -2.16902 2.27927 1.51630
C 2.84823 -2.10351 -1.12091
H -0.94142 1.27191 4.30816
C 4.00179 -3.87809 -0.06222
H -1.83705 -0.20467 4.72605
C 0.34847 0.73811 -4.62102
C 3.87065 -3.02382 -1.14801
H -4.07224 -1.97118 1.88219
H -3.12322 1.14790 3.72703
H -4.28151 -0.32009 0.57864
C -3.60400 0.74658 2.84745
```

Energy   -2484.886282 hartree
LUMO   -6.677 eV
Relative energy (zero: lowest compared OMol25 entry of this formula, charge and spin)   0.0 kcal/mol
Charge   +2
Orbital gap   7.6 eV